No. 1
This record from the Open Molecules 2025 dataset describes C6H3NO4Ti as an isolated structure in a non-equilibrium geometry. The level of theory is wB97M-V/def2-TZVPD.

Element x y z (Å)
1 O 0.6309 -0.0040 -3.0698
2 C 0.5016 -0.1101 -1.9265
3 Ti -0.4291 0.3502 -0.1262
4 O 3.4380 -2.7935 0.2424
5 C 2.3910 -2.3552 0.1979
6 C -2.0179 -0.1984 -0.4790
7 O -3.0755 -0.5990 -0.8012
8 C -0.0962 -0.0873 1.9648
9 O -0.2561 0.0106 3.1176
10 C 1.9237 4.2273 -0.2639
11 C 0.9599 3.0568 -0.2480
12 N 0.2486 2.0827 -0.2207
13 H 1.5446 5.0922 -0.9837
14 H 2.9949 3.9451 -0.6453
15 H 2.0927 4.7092 0.7787

Atomic forces in eV per Å
O -0.17 -0.74 5.46
C 0.69 0.07 -7.52
Ti 10.50 2.30 3.52
O -2.49 0.89 -0.08
C 2.20 -0.58 0.04
C -16.51 -5.48 -4.47
O 5.64 2.08 1.84
C -1.39 0.37 8.09
O 1.25 -0.77 -6.71
C 0.05 0.66 -0.52
C 0.18 -0.40 0.15
N 2.31 4.50 -0.28
H 0.33 -1.79 1.26
H -1.91 -0.10 0.49
H -0.68 -1.00 -1.28

The spin multiplicity is 2. The HOMO energy (alpha / beta) comes out at -23.396 / -23.414 eV. As for the gap between HOMO and LUMO (alpha / beta): 6.2 / 6.5 eV. The value obtained for the max |F| is 18.0 eV Å⁻¹. Its total charge is +3. Its expectation value of S² is 0.760. The calculation puts the energy above the lowest of the compared OMol25 structures with the same formula, charge and spin at 83.7 kcal/mol.

Results of the natural (NBO) charge analysis, in e, for atoms 1 through 4: -0.15 0.49 1.43 -0.35

=====

No. 2
This record from the Open Molecules 2025 dataset describes an isolated ion of composition C6H3O3 and charge -1 in a non-equilibrium geometry. The level of theory is wB97M-V/def2-TZVPD.

Element x y z (Å)
1 O -1.0083 -3.6700 -0.6599
2 C -0.4074 -2.6263 -0.8183
3 C 0.1999 -1.5500 -0.6495
4 C 0.6631 -0.3314 -0.5429
5 C 1.1161 0.2897 0.7162
6 O 0.9479 1.7146 0.5729
7 C -0.3322 2.0090 0.2485
8 C -1.5384 1.7469 0.1271
9 O -2.7179 1.8560 -0.0972
10 H 0.4532 0.4775 -1.2676
11 H 2.2382 0.0373 0.7862
12 H 0.3858 0.0466 1.5846

Atomic forces in eV per Å
O 1.19 1.89 -1.08
C -1.97 -3.38 1.37
C 0.94 0.34 -0.45
C -1.57 1.45 -0.32
C 0.13 0.75 0.96
O 1.27 -0.78 0.16
C 0.86 0.26 -0.03
C 0.21 0.60 0.06
O -1.44 -0.58 -0.16
H 0.41 -0.61 -0.29
H -1.57 0.43 0.74
H 1.54 -0.38 -0.97

The HOMO energy (alpha / beta) comes out at -2.571 / -2.572 eV. As for the gap between HOMO and LUMO (alpha / beta): 5.3 / 5.3 eV. The value obtained for the max |F| is 4.1 eV Å⁻¹. Its total charge is -1. The calculation puts the energy above the lowest of the compared OMol25 structures with the same formula, charge and spin at 86.7 kcal/mol.

Results of the natural (NBO) charge analysis, in e, for atoms 1 through 4: -0.56 0.61 -0.39 -0.04

=====

No. 3
This record from the Open Molecules 2025 dataset describes a single C6H4 molecule in a non-equilibrium geometry. The level of theory is wB97M-V/def2-TZVPD.

Element x y z (Å)
1 C -1.1352 -2.0901 -0.5066
2 C -0.7141 0.3592 0.5711
3 C 0.2114 -1.7447 -0.8125
4 C -0.6688 -0.9046 -0.0608
5 C 0.3892 1.0340 0.3495
6 C 1.4915 1.6219 0.0432
7 H -1.9792 -2.7381 -0.5392
8 H -1.5580 0.7150 1.1457
9 H 2.3701 1.5384 0.6647
10 H 1.5931 2.2091 -0.8551

Atomic forces in eV per Å
C 1.22 1.56 0.43
C 0.25 0.51 0.21
C -1.10 -0.21 0.28
C -0.18 -2.18 -1.06
C -0.29 0.53 0.29
C 0.40 0.18 0.02
H -0.26 -0.46 -0.14
H 0.05 0.07 -0.02
H 0.04 -0.08 0.16
H -0.13 0.08 -0.18

The HOMO energy comes out at -8.732 eV. As for the gap between HOMO and LUMO: 9.2 eV. The value obtained for the max |F| is 2.4 eV Å⁻¹. Its total charge is 0. The calculation puts the energy above the lowest of the compared OMol25 structures with the same formula, charge and spin at 34.9 kcal/mol.

Results of the natural (NBO) charge analysis, in e, for atoms 1 through 4: -0.20 -0.39 -0.09 -0.02

=====

No. 4
This record from the Open Molecules 2025 dataset describes a 14-piece molecular cluster, C6H40NO14 overall in a non-equilibrium geometry. The level of theory is wB97M-V/def2-TZVPD.

Element x y z (Å)
1 C 1.6848 0.7975 0.4731
2 N 0.7826 -0.3542 0.5044
3 C -0.3479 -0.1811 -0.3800
4 C -1.6656 -0.2283 0.4523
5 C -1.7456 1.0491 1.3628
6 C -2.7434 0.8741 2.5047
7 C -0.6691 -1.0814 -1.6420
8 O -1.5398 -0.3829 -2.4998
9 H 2.4444 0.8080 -0.2944
10 H 1.1127 1.6996 0.1574
11 H 2.1484 1.0542 1.4388
12 H 1.2953 -1.2307 0.2719
13 H -0.3403 0.8051 -0.8779
14 H -1.7225 -1.1117 1.1152
15 H -2.7140 -0.2492 -0.0183
16 H -0.7601 1.3279 1.6631
17 H -2.0109 1.8801 0.7131
18 H -3.3532 1.7748 2.7648
19 H -2.2241 0.6964 3.5225
20 H -3.5127 0.2322 2.1107
21 H -1.3192 -1.9343 -1.3251
22 H 0.1542 -1.4819 -2.2425
23 H 1.4994 -3.6796 -1.7349
24 H 2.2431 -3.7138 -0.5525
25 O 1.5774 -4.2642 -0.9760
26 H 0.6181 -1.3895 2.1416
27 H -0.2988 -2.1116 2.9753
28 O 0.6684 -2.1046 2.8380
29 H -2.5088 0.8863 -1.7307
30 H -2.0764 2.2028 -2.2890
31 O -2.7408 1.8464 -1.6683
32 H -0.9379 3.2938 -1.7542
33 H -2.0730 3.8210 -0.8542
34 O -1.1195 3.7397 -0.9032
35 H 0.6289 1.3525 3.0745
36 H 2.0638 1.7681 2.8959
37 O 1.4687 1.4070 3.5555
38 H -1.0465 -3.0849 -0.2925
39 H -0.6594 -4.2449 0.7844
40 O -1.2963 -3.6254 0.4435
41 H -0.1874 1.8799 -3.9322
42 H -1.1300 0.5475 -2.7184
43 O -0.4276 1.8824 -3.0066
44 H -0.0080 4.0500 2.1505
45 H -0.0818 3.8711 0.6749
46 O 0.5903 3.9409 1.4074
47 H 4.3210 -1.9593 0.9099
48 H 3.0024 -1.4320 1.3727
49 O 3.4063 -1.8791 0.6257
50 H 2.7522 -1.3684 3.6058
51 H 2.3395 -0.0351 3.2978
52 O 3.1132 -0.6323 3.0922
53 H -3.4515 -1.2705 -3.2846
54 H -2.4918 -2.2070 -3.1321
55 O -3.4277 -2.1575 -2.8803
56 H 0.9608 1.5002 -2.5058
57 H 2.2556 1.7976 -3.2909
58 O 1.9464 1.2584 -2.5650
59 H 2.2768 -1.2121 -2.4719
60 H 2.9123 -1.4843 -1.2232
61 O 2.3646 -1.9528 -1.8539

Atomic forces in eV per Å
C -0.29 1.59 -0.30
N 1.11 -1.01 -0.27
C -2.86 -0.23 -1.55
C -1.33 1.10 1.52
C -0.45 -0.34 -0.86
C 0.48 1.72 1.44
C -0.28 -0.88 0.46
O 0.36 1.15 -0.22
H 0.43 -0.61 -0.19
H 0.14 -0.59 0.61
H -0.15 -0.64 -0.75
H -0.60 0.99 -0.05
H 0.36 -0.17 0.66
H 0.56 0.08 -0.33
H 1.85 -0.10 -0.30
H 0.83 -0.01 0.68
H -0.32 -0.02 -0.14
H 0.70 -0.09 -0.52
H -1.05 -0.80 -1.66
H -0.15 -1.10 0.73
H 0.69 0.44 -0.17
H 0.19 0.24 0.57
H -0.43 -0.17 -0.45
H 0.23 -0.25 0.77
O 0.07 -0.06 0.05
H 0.72 -0.45 0.21
H 0.47 -0.66 0.39
O -1.31 1.10 -0.55
H -0.60 0.73 0.16
H -0.36 -0.38 -0.07
O -0.49 -0.58 -0.27
H 0.43 -0.01 0.28
H -0.15 -0.29 0.00
O 0.58 0.83 0.06
H 0.07 0.02 0.09
H 0.07 0.57 0.01
O -0.57 0.02 0.35
H 1.07 -0.29 -0.33
H 0.88 0.18 -0.67
O -1.88 -0.17 1.28
H -0.13 0.12 -0.28
H 0.37 -0.80 -0.37
O -0.58 0.33 0.36
H 0.18 0.06 0.43
H 0.93 -0.02 0.09
O -1.10 -0.08 -0.59
H 0.05 -0.04 -0.08
H -0.14 0.42 0.80
O 0.44 -0.45 -0.51
H 0.42 -0.56 -0.18
H 0.89 0.07 -0.38
O -1.09 0.05 0.69
H -1.01 0.03 0.61
H 0.10 -0.93 0.57
O 0.51 0.59 -1.18
H 0.26 0.03 -0.44
H 0.13 0.14 -0.15
O 0.40 -0.51 0.41
H -0.47 -0.10 -0.45
H 0.45 -0.41 1.06
O 0.34 1.17 -1.09

The HOMO energy comes out at -6.381 eV. As for the gap between HOMO and LUMO: 9.1 eV. The value obtained for the max |F| is 3.3 eV Å⁻¹. Its total charge is -1. The calculation puts the energy above the lowest of the compared OMol25 structures with the same formula, charge and spin at 91.6 kcal/mol.

Results of the natural (NBO) charge analysis, in e, for atoms 1 through 4: -0.42 -0.70 -0.11 -0.41

=====

No. 5
This record from the Open Molecules 2025 dataset describes a 14-piece molecular cluster, C6H43N2O13 overall in a non-equilibrium geometry. The level of theory is wB97M-V/def2-TZVPD.

Element x y z (Å)
1 C 2.3975 2.3325 1.2118
2 N 2.9037 1.0447 1.6309
3 C 3.9621 0.4555 0.7883
4 C 3.8993 -1.0462 0.6321
5 C 1.2791 2.3782 0.1652
6 N -0.1344 2.0712 0.6250
7 C -1.0595 3.2974 0.6100
8 C -1.9240 3.2635 -0.6175
9 H 3.0934 3.1238 0.9188
10 H 1.8891 2.6439 2.1356
11 H 3.1873 1.0845 2.5904
12 H 4.9102 0.7425 1.2424
13 H 3.9591 0.9211 -0.2011
14 H 4.0053 -1.4461 1.6299
15 H 4.7751 -1.4406 0.1160
16 H 3.0616 -1.4263 0.0760
17 H 1.5273 1.6421 -0.5948
18 H 1.2075 3.3552 -0.2918
19 H -0.1114 1.7009 1.5810
20 H -0.5709 1.3661 0.0253
21 H -1.5759 3.2788 1.5635
22 H -0.3864 4.1305 0.5286
23 H -2.7010 2.5052 -0.6719
24 H -1.2578 3.0570 -1.4629
25 H -2.4186 4.2027 -0.8610
26 H 0.6212 -0.3156 -1.0817
27 H 1.5873 -1.4794 -1.5237
28 O 1.5499 -0.5763 -1.1926
29 H 0.6892 -0.2873 1.8431
30 H 0.6155 -1.1819 3.0126
31 O 0.4546 -0.2570 2.7834
32 H -2.4249 -5.3107 0.9191
33 H -2.8380 -3.7751 1.0412
34 O -2.0915 -4.4107 0.9538
35 H -4.6885 -2.3375 1.9258
36 H -3.1956 -1.8414 1.7964
37 O -3.8548 -2.5114 1.4808
38 H 2.1953 0.6643 -2.5290
39 H 3.1054 0.6728 -3.7857
40 O 2.6886 1.2475 -3.1357
41 H -1.8515 -0.8435 3.2152
42 H -1.7704 -0.4388 1.7921
43 O -2.4286 -0.5281 2.5051
44 H 1.1031 2.0643 -3.8912
45 H -0.1889 2.9693 -4.1844
46 O 0.1298 2.1183 -3.8767
47 H 0.7554 -3.7554 -0.0718
48 H -0.6183 -1.9892 -0.2107
49 O -0.0798 -3.6048 -0.5364
50 H 1.8451 -2.8503 -4.1526
51 H 0.9430 -3.7323 -3.1653
52 O 1.1680 -2.8469 -3.4730
53 H -3.1570 -1.9117 -1.3558
54 H -4.1351 -1.1248 -0.5917
55 O -3.3953 -0.9829 -1.2023
56 H -0.5503 1.0107 -2.8272
57 H -1.3956 -0.0588 -2.2682
58 O -0.7822 0.6182 -1.9489
59 H -1.7438 -0.9613 -0.4408
60 H -0.6772 -4.2119 -0.0221
61 O -1.0304 -1.1830 0.1871
62 H -1.0513 1.7919 4.1053
63 H -2.3799 1.4693 3.3674
64 O -1.6323 2.0841 3.3919

Atomic forces in eV per Å
C -1.65 0.46 1.62
N -0.24 -0.45 -1.81
C 0.12 0.59 -0.32
C 0.97 -0.14 0.42
C 0.29 -1.07 -0.80
N 0.09 0.43 0.52
C 0.04 -0.63 0.17
C 0.08 -0.07 -1.19
H 0.44 -0.26 0.06
H 0.29 0.76 -0.02
H 0.05 -0.01 0.29
H 0.36 -0.16 -0.15
H -0.25 0.14 0.07
H -0.46 -0.59 0.34
H 0.25 0.33 -0.14
H -0.49 0.13 0.36
H -0.12 0.12 -0.24
H 0.27 0.14 -0.13
H -0.18 0.01 0.05
H 0.19 -0.23 -0.20
H -0.07 0.22 -0.07
H 0.10 0.52 0.36
H 0.07 -0.26 0.45
H -0.18 0.06 -0.07
H 0.15 0.20 0.45
H -0.10 -0.44 -0.46
H -0.39 -0.08 -0.33
O 0.44 0.43 0.15
H 0.26 0.21 0.04
H 0.04 0.10 0.35
O -0.13 -0.53 -0.25
H -0.33 0.12 0.12
H 0.02 -0.48 0.16
O 0.27 -0.22 -0.12
H 0.11 -0.04 0.13
H -0.69 -0.12 0.19
O 0.12 0.23 -0.45
H 0.24 -0.32 -0.02
H 0.01 -0.03 0.11
O -0.27 0.24 -0.09
H -0.19 0.09 0.07
H -0.08 -0.13 -0.14
O 0.30 0.02 0.19
H -0.02 0.19 0.03
H 0.28 0.04 -0.12
O -0.08 -0.12 -0.12
H 0.12 0.21 -0.31
H -0.06 -0.03 0.57
O 0.47 -0.80 0.43
H -0.03 -0.58 0.01
H 0.34 0.00 -0.36
O -0.30 0.65 0.56
H -0.03 0.14 -0.29
H 0.09 0.38 0.11
O -0.18 -0.72 -0.05
H 0.40 0.61 0.60
H -0.18 -0.06 0.55
O -0.55 -0.34 -0.94
H -0.06 0.11 0.50
H -0.31 0.84 -0.39
O 0.14 0.14 -0.41
H -0.21 -0.06 -0.08
H 0.28 -0.08 0.02
O 0.12 0.19 0.02

The HOMO energy comes out at -11.608 eV. As for the gap between HOMO and LUMO: 9.5 eV. The value obtained for the max |F| is 2.4 eV Å⁻¹. Its total charge is +1. The calculation puts the energy above the lowest of the compared OMol25 structures with the same formula, charge and spin at 38.7 kcal/mol.

Results of the natural (NBO) charge analysis, in e, for atoms 1 through 4: -0.23 -0.64 -0.22 -0.62

=====

No. 6
This record from the Open Molecules 2025 dataset describes a 17-piece molecular cluster, C6H46O17 overall in a non-equilibrium geometry. The level of theory is wB97M-V/def2-TZVPD.

Element x y z (Å)
1 O -3.3366 -1.9293 -2.1826
2 H -3.1170 -2.8596 -2.1329
3 H -3.9221 -1.7810 -1.4400
4 O 0.9340 -3.7330 -0.3819
5 H 0.7923 -4.5452 0.1044
6 H 0.0799 -3.5292 -0.7629
7 O -3.9300 2.5804 -0.6706
8 H -3.0626 2.6322 -1.0720
9 H -3.7619 2.6251 0.2707
10 O 2.4037 -2.4987 1.5589
11 H 1.9508 -2.6994 2.3780
12 H 1.9587 -3.0334 0.9014
13 O -3.3091 0.1147 4.2580
14 H -2.9899 -0.4340 4.9745
15 H -3.1736 -0.4144 3.4719
16 O 3.2462 0.0957 2.5931
17 H 2.9096 -0.7254 2.2341
18 H 2.5630 0.3929 3.1940
19 O -1.5837 3.3810 -1.4906
20 H -1.4790 4.0579 -2.1592
21 H -0.7836 3.4342 -0.9678
22 O -3.0171 -1.1909 2.0353
23 H -3.2506 -2.1172 2.0970
24 H -3.6346 -0.8296 1.3994
25 O -0.3938 -2.2093 -3.5253
26 H 0.3880 -1.6688 -3.4127
27 H -1.1087 -1.5802 -3.6221
28 O -0.2299 -2.9581 3.1803
29 H -0.6452 -3.0832 4.0335
30 H -0.9534 -2.7493 2.5894
31 O 3.1393 0.1617 -1.5265
32 H 2.9791 1.0814 -1.7378
33 H 3.8006 0.1861 -0.8348
34 O 2.3910 -2.2668 -2.3475
35 H 2.7058 -1.3960 -2.1048
36 H 1.9744 -2.6014 -1.5533
37 O 0.5215 3.5800 0.0718
38 H 1.0404 2.8945 0.4925
39 H 1.0863 4.3526 0.0878
40 O -2.3711 3.2370 1.5235
41 H -1.5335 2.9125 1.1929
42 H -2.3762 4.1661 1.2935
43 C -0.4639 -0.1825 -1.2379
44 C 0.2201 -0.1903 0.0991
45 O -0.5215 0.5395 1.0396
46 H 0.2635 -0.4309 -2.0108
47 H -0.9956 0.7539 -1.4067
48 H -1.1702 -1.0038 -1.1166
49 H 1.2473 0.1708 0.0480
50 H 0.3710 -1.2271 0.3997
51 H -1.2473 -0.0148 1.3356
52 C 1.4760 1.0585 -4.8419
53 C 1.3927 0.5817 -6.3369
54 O 2.6643 0.1955 -6.6512
55 H 1.8759 0.2382 -4.2458
56 H 0.4899 1.3085 -4.4504
57 H 2.0971 1.9521 -4.7804
58 H 1.0949 1.3537 -7.0464
59 H 0.7059 -0.2627 -6.3958
60 H 2.7743 -0.7227 -6.3937
61 C 0.8937 0.9173 5.5869
62 C 0.2819 0.4568 4.2566
63 O 0.6113 1.4173 3.2616
64 H 0.4151 1.8304 5.9409
65 H 1.9830 0.9565 5.5748
66 H 0.5546 0.2442 6.3744
67 H -0.7818 0.3259 4.4556
68 H 0.7550 -0.5045 4.0561
69 H 0.1112 1.1861 2.4754

Atomic forces in eV per Å
O 0.24 0.15 0.08
H 0.07 -0.34 -0.19
H -0.33 0.16 0.01
O -0.12 -0.04 0.29
H 0.07 -0.51 0.00
H -0.28 0.18 -0.47
O -1.20 -0.73 -0.07
H 0.28 0.27 -0.12
H 0.12 0.16 0.18
O 0.54 0.73 0.69
H -0.20 -0.31 0.27
H -0.26 -0.04 -0.59
O 0.45 0.63 0.82
H -0.24 -0.11 0.42
H -0.14 -0.19 -0.44
O -0.09 0.71 0.17
H -0.07 -0.92 -0.64
H 0.18 0.19 0.24
O 0.04 0.04 -0.58
H -0.21 0.11 -0.31
H 0.41 -0.05 0.19
O 0.66 -0.31 -0.51
H -0.21 -0.38 0.03
H -0.37 0.38 -0.33
O -0.25 -0.39 -0.04
H 0.58 -0.22 -0.05
H -0.38 0.13 -0.07
O 0.31 0.27 0.00
H -0.07 -0.25 0.34
H -0.13 0.08 -0.29
O -0.07 0.36 0.28
H -0.06 0.25 -0.35
H 0.36 -0.14 0.23
O -0.30 -0.24 -0.45
H 0.28 0.37 -0.02
H 0.01 -0.36 0.07
O 0.25 -0.12 0.42
H 0.17 -0.30 0.01
H 0.11 0.41 -0.04
O 0.05 -0.30 0.75
H 0.20 -0.02 -0.30
H -0.08 0.31 -0.13
C -0.14 -0.46 0.60
C 1.62 -0.62 -1.04
O -0.08 0.82 1.80
H -0.27 0.23 0.09
H 0.16 -0.01 -0.25
H -0.41 0.19 -0.91
H -0.12 0.60 0.17
H -0.18 -0.07 0.42
H -0.57 -0.09 0.01
C -1.08 0.18 -1.03
C -0.79 0.50 2.05
O 1.91 -0.85 -1.19
H 0.21 0.05 0.00
H -0.17 0.08 0.09
H 0.18 -0.17 0.07
H -0.17 0.12 0.26
H -0.32 0.07 -0.15
H 0.22 -0.02 -0.04
C -0.62 -0.23 0.22
C 1.35 2.26 2.30
O 0.54 -1.00 2.37
H 0.40 0.46 -0.49
H -0.13 0.20 0.07
H 0.33 -0.55 -0.16
H -0.72 -0.11 -1.18
H -0.07 -0.67 -0.94
H -1.41 -0.53 -2.66

The spin multiplicity is 2. The HOMO energy (alpha / beta) comes out at -11.589 / -11.589 eV. As for the gap between HOMO and LUMO (alpha / beta): 8.1 / 2.0 eV. The value obtained for the max |F| is 3.5 eV Å⁻¹. Its total charge is +1. Its expectation value of S² is 0.755.

Results of the natural (NBO) charge analysis, in e, for atoms 1 through 4: -0.93 0.47 0.46 -0.96